Here is 15 unconnected molecules or ions with the total composition C52H134BN10O26 from the OMol25 dataset. Energies are from ωB97M-V/def2-TZVPD.

## Properties
- Highest occupied orbital energy: -6.6 eV
- Charge: -1
- Orbital gap: 8.53 eV
- Molar mass: 1326.50 g mol⁻¹

Geometry (Å):
O -9.760 7.532 16.717
C -9.232 8.335 15.947
O -9.551 9.593 15.725
B -8.775 10.159 14.603
O -7.961 9.039 14.112
C -8.109 7.951 14.871
O -7.361 6.923 14.842
O -7.887 11.296 15.000
C -8.266 12.413 14.353
O -7.819 13.548 14.444
C -9.312 11.997 13.258
O -9.495 10.664 13.422
O -9.726 12.748 12.374
C -10.464 13.830 16.848
C -11.310 14.984 16.304
C -10.836 15.310 14.894
O -11.767 16.303 14.376
C -11.305 16.770 13.158
N -12.747 14.625 16.321
H -9.457 14.159 17.104
H -10.267 12.932 16.263
H -10.907 13.400 17.746
H -11.046 15.894 16.842
H -10.834 14.445 14.231
H -9.811 15.679 14.940
H -10.374 17.298 13.368
H -11.997 17.552 12.843
H -11.397 16.029 12.364
H -12.903 13.765 15.816
H -13.155 15.305 15.696
C -3.102 9.931 19.234
C -3.635 11.300 18.645
C -5.028 11.570 19.354
O -6.002 10.562 19.069
C -6.423 10.318 17.729
N -2.615 12.306 18.960
H -3.800 9.095 19.245
H -2.809 10.045 20.277
H -2.202 9.589 18.722
H -3.724 11.246 17.560
H -5.500 12.514 19.081
H -4.890 11.567 20.436
H -6.583 11.260 17.204
H -7.343 9.741 17.639
H -5.659 9.827 17.126
H -2.596 12.397 19.966
H -2.962 13.196 18.630
C -12.613 7.404 19.927
C -12.595 8.226 18.677
C -11.402 9.355 18.748
O -11.563 10.393 19.730
C -12.648 11.278 19.565
N -12.516 7.351 17.537
H -12.748 7.988 20.838
H -11.714 6.829 20.149
H -13.430 6.687 20.009
H -13.562 8.729 18.682
H -11.327 9.821 17.766
H -10.445 8.852 18.888
H -12.374 11.846 18.676
H -12.665 11.969 20.408
H -13.614 10.836 19.321
H -11.554 7.152 17.306
H -12.890 7.902 16.777
C -4.120 1.797 14.910
C -4.778 3.180 15.262
C -5.806 3.588 14.118
O -5.363 3.652 12.788
C -4.301 4.712 12.447
N -5.499 2.874 16.470
H -3.578 1.433 15.784
H -3.389 1.899 14.108
H -4.807 1.032 14.549
H -3.950 3.879 15.384
H -6.246 4.553 14.373
H -6.700 2.967 14.052
H -3.395 4.720 13.053
H -4.766 5.685 12.610
H -4.120 4.569 11.382
H -4.770 2.857 17.169
H -6.157 3.602 16.709
C -9.342 20.033 9.466
C -8.976 19.574 10.900
C -8.425 18.075 11.012
O -9.283 17.054 10.699
C -8.777 15.769 11.019
N -8.130 20.645 11.534
H -8.521 19.862 8.770
H -9.765 21.012 9.238
H -10.104 19.344 9.104
H -9.932 19.541 11.424
H -8.084 18.033 12.047
H -7.561 17.911 10.367
H -7.930 15.653 10.343
H -9.540 15.012 10.838
H -8.599 15.710 12.093
H -7.271 20.614 11.003
H -8.659 21.443 11.212
C -11.628 3.987 17.333
C -13.021 3.771 16.615
C -13.819 2.454 17.060
O -12.969 1.288 16.965
C -12.956 0.744 15.672
N -13.827 4.941 17.023
H -11.151 4.945 17.126
H -10.903 3.195 17.148
H -11.776 4.003 18.413
H -12.916 3.859 15.534
H -14.792 2.483 16.570
H -14.108 2.624 18.098
H -12.564 1.519 15.013
H -13.961 0.430 15.389
H -12.329 -0.147 15.687
H -13.303 5.779 17.230
H -14.206 4.711 17.931
C -10.143 8.960 11.003
C -11.089 7.816 10.689
C -12.021 7.522 11.928
O -11.236 6.935 13.005
C -12.124 6.271 13.912
N -11.942 8.291 9.570
H -9.365 8.726 11.730
H -10.659 9.826 11.418
H -9.564 9.280 10.137
H -10.595 6.869 10.473
H -12.801 6.822 11.627
H -12.607 8.397 12.210
H -12.227 6.993 14.722
H -11.574 5.479 14.420
H -13.015 5.722 13.607
H -11.384 8.323 8.729
H -12.601 7.544 9.404
C -7.114 12.439 10.161
C -6.031 11.325 9.974
C -6.193 10.217 11.011
O -4.992 9.486 11.044
C -4.953 8.335 11.794
N -6.205 10.830 8.589
H -6.939 13.117 9.326
H -7.066 12.930 11.133
H -8.096 11.987 10.020
H -5.101 11.887 10.061
H -7.060 9.565 10.905
H -6.373 10.638 12.000
H -5.519 7.621 11.196
H -5.359 8.591 12.773
H -3.947 7.937 11.925
H -5.511 10.098 8.544
H -7.102 10.365 8.599
C 0.712 7.277 15.898
C -0.407 8.160 15.363
C -1.779 7.533 15.674
O -2.896 8.323 15.289
C -4.164 7.724 15.720
N -0.268 9.468 16.065
H 0.665 6.234 15.586
H 0.719 7.285 16.988
H 1.653 7.643 15.485
H -0.365 8.332 14.287
H -1.847 7.326 16.742
H -1.999 6.596 15.164
H -5.005 8.292 15.323
H -4.225 7.622 16.803
H -4.160 6.733 15.266
H -1.207 9.784 15.868
H -0.163 9.412 17.068
C -8.230 4.300 19.501
C -7.290 5.100 18.715
C -5.838 5.031 18.902
O -5.465 5.935 19.924
C -4.070 5.858 20.245
N -7.607 4.926 17.271
H -9.217 4.751 19.401
H -8.119 4.379 20.582
H -8.189 3.255 19.195
H -7.596 6.104 19.008
H -5.355 5.270 17.954
H -5.583 3.988 19.094
H -3.588 6.147 19.311
H -3.697 4.872 20.523
H -3.655 6.581 20.948
H -7.035 5.584 16.761
H -8.585 5.146 17.147
C -12.529 11.638 10.476
C -13.099 13.067 10.236
O -14.233 13.420 10.976
O -13.462 10.593 10.226
H -12.147 11.584 11.495
H -11.579 11.580 9.944
H -13.336 13.282 9.194
H -12.285 13.787 10.326
H -15.051 13.201 10.524
H -12.970 9.769 10.205
C -5.194 14.877 12.044
C -5.224 16.467 12.233
O -4.853 17.206 11.070
O -3.872 14.410 12.049
H -5.595 14.683 11.049
H -5.842 14.374 12.762
H -4.449 16.780 12.933
H -6.184 16.766 12.653
H -4.167 16.735 10.591
H -3.445 14.386 11.190
C -5.330 14.354 16.165
C -6.165 15.335 16.973
O -6.002 16.546 16.246
O -3.936 14.471 16.354
H -5.492 14.518 15.099
H -5.682 13.351 16.407
H -5.742 15.755 17.886
H -7.219 15.065 17.035
H -5.051 16.639 16.155
H -3.467 13.882 15.759
C -13.358 10.981 14.112
C -13.028 10.064 15.242
O -13.859 8.933 15.300
O -14.189 11.973 14.744
H -13.965 10.464 13.369
H -12.451 11.416 13.693
H -12.834 10.586 16.179
H -12.073 9.648 14.923
H -14.741 9.265 15.482
H -14.322 12.714 14.149



Here is 2 unconnected molecules or ions with the total composition C4H4 from the OMol25 dataset. Energies are from ωB97M-V/def2-TZVPD.

## Properties
- Highest occupied orbital energy (alpha / beta): -8.8 / -8.7 eV
- ΔE to the lowest compared entry with this formula, charge and spin: 6.2375 eV
- Charge: 0
- Orbital gap (alpha / beta): 7.25 / 6.77 eV
- Molar mass: 52.08 g mol⁻¹

Geometry (Å):
C -2.258 0.840 -0.060
C -1.675 -0.258 -0.025
C 1.928 -0.234 0.039
C -1.033 -1.410 0.017
H -2.737 1.775 -0.095
H 2.714 -0.372 -0.672
H 2.038 0.472 0.833
H 1.023 -0.813 -0.037



Here is a single C5H6N2O molecule from the OMol25 dataset. Energies are from ωB97M-V/def2-TZVPD.

## Properties
- SMILES: c1nc2c(o1)CCN2
- Highest occupied orbital energy: -7.5 eV
- ΔE to the lowest compared entry with this formula, charge and spin: 1.0879 eV
- Charge: 0
- Orbital gap: 8.49 eV
- Molar mass: 110.12 g mol⁻¹

Geometry (Å):
C 0.940 -0.400 1.292
C 1.032 -0.965 -0.143
C -0.146 -0.323 -0.744
C -1.693 0.770 -1.698
C -0.568 0.711 0.088
H 1.942 -0.175 1.629
H 0.463 -1.079 2.003
H 1.965 -0.612 -0.561
H 1.000 -2.044 -0.241
H -2.394 0.947 -2.513
H -0.241 1.190 2.105
N -1.624 1.399 -0.563
N 0.173 0.866 1.214
O -0.848 -0.285 -1.870



Here is a single C4H7ClFNS molecule from the OMol25 dataset. Energies are from ωB97M-V/def2-TZVPD.

## Properties
- SMILES: C[C@]1(S)[C@H](N)[C@]1(F)Cl
- Highest occupied orbital energy: -9.4 eV
- ΔE to the lowest compared entry with this formula, charge and spin: 0.0417 eV
- Charge: 0
- Orbital gap: 10.03 eV
- Molar mass: 155.62 g mol⁻¹

Geometry (Å):
C -0.371 1.498 0.210
C 0.062 0.281 -0.601
C -0.359 -1.120 -0.059
C 1.071 -0.692 -0.012
H -0.698 1.151 1.196
H 0.420 2.208 0.479
H -1.158 2.038 -0.317
H 1.437 1.111 -2.416
H -0.562 -1.812 -0.877
H -0.657 -1.189 1.977
H -2.048 -1.155 1.029
N -1.099 -1.480 1.107
F 1.909 -1.302 -0.821
S 0.194 0.581 -2.423
Cl 1.858 -0.117 1.527



Here is a single C23H22N6O molecule from the OMol25 dataset. Energies are from ωB97M-V/def2-TZVPD.

## Properties
- SMILES: Cc1nc(N2CCN(Cc3nc4ccccc4[nH]3)CC2)c2oc3ccccc3c2n1
- Highest occupied orbital energy: -8.1 eV
- Charge: 0
- Orbital gap: 8.55 eV
- Molar mass: 398.47 g mol⁻¹

Geometry (Å):
C -0.645 -3.137 2.902
C -0.344 -2.514 1.578
N 0.920 -2.233 1.313
C 1.121 -1.664 0.125
C 0.093 -1.403 -0.792
C -1.223 -1.713 -0.410
N -1.384 -2.273 0.790
N -2.348 -1.513 -1.160
C -2.302 -0.641 -2.311
H -1.455 -0.894 -2.948
C -2.179 0.808 -1.846
N -3.174 1.173 -0.839
C -3.481 0.154 0.169
C -3.565 -1.255 -0.414
H -3.645 -1.981 0.394
H -4.411 -1.359 -1.096
H -4.441 0.434 0.614
H -2.721 0.143 0.963
C -2.784 2.422 -0.184
C -1.438 2.294 0.458
N -1.184 1.552 1.498
C 0.183 1.508 1.617
C 0.986 0.832 2.527
C 2.351 0.947 2.378
C 2.918 1.710 1.356
C 2.139 2.387 0.439
C 0.767 2.276 0.583
N -0.294 2.767 -0.138
H -0.242 3.365 -0.946
H 2.579 2.967 -0.359
H 3.994 1.767 1.276
H 3.003 0.429 3.065
H 0.546 0.233 3.308
H -2.768 3.214 -0.938
H -3.540 2.656 0.567
H -2.316 1.486 -2.697
H -1.151 0.934 -1.477
H -3.226 -0.791 -2.874
O 0.575 -0.780 -1.917
C 1.912 -0.630 -1.717
C 2.807 -0.025 -2.583
C 4.129 0.032 -2.185
C 4.549 -0.499 -0.966
C 3.656 -1.099 -0.102
C 2.322 -1.161 -0.481
H 3.966 -1.511 0.844
H 5.593 -0.434 -0.698
H 4.855 0.498 -2.835
H 2.478 0.380 -3.527
H -1.292 -2.476 3.474
H -1.171 -4.078 2.757
H 0.281 -3.306 3.442



Here is a molecular structure, C13H26F9N5NbO7S from the OMol25 dataset. Energies are from ωB97M-V/def2-TZVPD.

## Properties
- Highest occupied orbital energy: -5.3 eV
- Charge: -1
- Orbital gap: 7.67 eV
- Molar mass: 660.33 g mol⁻¹

Geometry (Å):
C 4.111 -3.428 -0.534
C 4.038 -1.923 -0.760
O 3.884 -1.638 -2.155
C 2.943 -1.300 0.125
Nb 1.294 -0.114 -0.834
O 2.518 1.068 -1.678
C 0.952 1.214 0.996
C 1.883 2.444 1.011
C 1.378 3.545 0.128
O 1.980 4.078 -0.776
O 0.113 3.983 0.464
C -0.444 0.893 -1.968
C -0.616 0.673 -3.472
N -1.599 1.656 -4.045
N 0.637 0.913 -4.184
N -1.102 -0.675 -3.710
S -0.480 -1.660 0.285
O 0.113 -2.454 1.358
O -1.239 -2.415 -0.703
C -1.842 -0.723 1.241
F -2.042 0.543 0.761
F -1.402 -0.602 2.523
C -3.223 -1.423 1.309
F -3.950 -0.787 2.279
F -3.054 -2.704 1.717
C -4.103 -1.375 -0.005
F -3.417 -0.896 -1.058
F -5.146 -0.523 0.211
C -4.752 -2.730 -0.403
F -5.410 -2.550 -1.546
F -5.638 -3.094 0.533
F -3.893 -3.709 -0.565
H 4.684 -3.914 -1.325
H 4.609 -3.644 0.413
H 3.107 -3.852 -0.477
H 5.007 -1.490 -0.502
H 3.193 -2.220 -2.493
H 3.397 -0.554 0.793
H 2.554 -2.085 0.776
H 1.160 -1.382 -2.144
H 2.099 1.760 -2.215
H -0.064 1.567 1.152
H 1.175 0.601 1.875
H 1.881 2.842 2.031
H 2.910 2.213 0.740
H -0.528 3.291 0.261
H -0.261 1.969 -1.842
H -1.401 0.622 -1.519
H -2.338 1.777 -3.360
H -1.145 2.565 -4.085
H 0.458 1.516 -4.977
H 1.023 0.051 -4.545
H -1.024 -0.874 -4.700
H -2.085 -0.732 -3.475
C 0.400 1.908 5.289
O 1.588 1.804 5.048
N -0.432 0.829 5.415
N -0.206 3.132 5.455
H -1.412 0.906 5.603
H -0.031 -0.079 5.271
H 0.373 3.943 5.354
H -1.183 3.244 5.639



Here is 3 unconnected molecules or ions with the total composition C5H12O2 from the OMol25 dataset. Energies are from ωB97M-V/def2-TZVPD.

## Properties
- SMILES: C=CCC=C.O.O
- Highest occupied orbital energy: -9.9 eV
- ΔE to the lowest compared entry with this formula, charge and spin: 2.6579 eV
- Charge: 0
- Orbital gap: 10.66 eV
- Molar mass: 104.15 g mol⁻¹

Geometry (Å):
C 0.229 -0.832 0.531
C 1.198 -1.301 1.394
C -0.955 0.074 0.945
C -1.692 0.576 -0.311
C -2.786 -0.023 -0.838
H -0.053 -1.461 -0.298
H 1.787 -2.075 1.003
H 1.388 -0.776 2.316
H -0.571 0.867 1.538
H -1.615 -0.567 1.622
H -1.217 1.324 -0.954
H -3.136 0.353 -1.751
H -3.345 -0.733 -0.280
H 3.541 1.686 0.575
H 2.159 0.939 0.742
O 2.583 1.831 0.802
H 0.206 0.386 -2.714
H 1.348 0.028 -1.775
O 0.931 -0.297 -2.546



Here is a single C12H15P molecule from the OMol25 dataset. Energies are from ωB97M-V/def2-TZVPD.

## Properties
- SMILES: C#CP(c1ccccc1)C(C)(C)C
- Highest occupied orbital energy: -8.5 eV
- ΔE to the lowest compared entry with this formula, charge and spin: 3.0351 eV
- Charge: 0
- Orbital gap: 9.19 eV
- Molar mass: 190.23 g mol⁻¹

Geometry (Å):
C -3.430 -0.023 -0.603
C -3.677 1.198 -0.159
C -2.201 -0.648 -0.283
C -2.594 1.837 0.464
C -0.500 -3.103 -0.428
C -1.451 1.237 0.781
C -0.242 -2.248 0.367
C -1.137 -0.079 0.396
C 3.290 -0.251 0.910
C 1.975 -0.560 -1.320
C 1.588 1.300 0.209
C 2.010 -0.135 0.165
P 0.512 -0.908 1.141
H -4.153 -0.692 -1.129
H -4.725 1.562 0.033
H -2.209 -1.617 -0.664
H -2.626 2.841 0.881
H -0.971 -3.826 -0.888
H -0.791 1.844 1.434
H 3.290 0.043 1.983
H 3.561 -1.340 0.941
H 4.042 0.274 0.379
H 2.529 0.336 -1.862
H 0.992 -0.616 -1.748
H 2.583 -1.444 -1.564
H 0.543 1.380 -0.064
H 1.621 1.706 1.202
H 2.170 1.931 -0.576



What did the fifth record say?
Here is a single C23H22N6O molecule from the OMol25 dataset. Energies are from ωB97M-V/def2-TZVPD.

## Properties
- SMILES: Cc1nc(N2CCN(Cc3nc4ccccc4[nH]3)CC2)c2oc3ccccc3c2n1
- Highest occupied orbital energy: -8.1 eV
- Charge: 0
- Orbital gap: 8.55 eV
- Molar mass: 398.47 g mol⁻¹

Geometry (Å):
C -0.645 -3.137 2.902
C -0.344 -2.514 1.578
N 0.920 -2.233 1.313
C 1.121 -1.664 0.125
C 0.093 -1.403 -0.792
C -1.223 -1.713 -0.410
N -1.384 -2.273 0.790
N -2.348 -1.513 -1.160
C -2.302 -0.641 -2.311
H -1.455 -0.894 -2.948
C -2.179 0.808 -1.846
N -3.174 1.173 -0.839
C -3.481 0.154 0.169
C -3.565 -1.255 -0.414
H -3.645 -1.981 0.394
H -4.411 -1.359 -1.096
H -4.441 0.434 0.614
H -2.721 0.143 0.963
C -2.784 2.422 -0.184
C -1.438 2.294 0.458
N -1.184 1.552 1.498
C 0.183 1.508 1.617
C 0.986 0.832 2.527
C 2.351 0.947 2.378
C 2.918 1.710 1.356
C 2.139 2.387 0.439
C 0.767 2.276 0.583
N -0.294 2.767 -0.138
H -0.242 3.365 -0.946
H 2.579 2.967 -0.359
H 3.994 1.767 1.276
H 3.003 0.429 3.065
H 0.546 0.233 3.308
H -2.768 3.214 -0.938
H -3.540 2.656 0.567
H -2.316 1.486 -2.697
H -1.151 0.934 -1.477
H -3.226 -0.791 -2.874
O 0.575 -0.780 -1.917
C 1.912 -0.630 -1.717
C 2.807 -0.025 -2.583
C 4.129 0.032 -2.185
C 4.549 -0.499 -0.966
C 3.656 -1.099 -0.102
C 2.322 -1.161 -0.481
H 3.966 -1.511 0.844
H 5.593 -0.434 -0.698
H 4.855 0.498 -2.835
H 2.478 0.380 -3.527
H -1.292 -2.476 3.474
H -1.171 -4.078 2.757
H 0.281 -3.306 3.442



What did the eighth record say?
Here is a single C12H15P molecule from the OMol25 dataset. Energies are from ωB97M-V/def2-TZVPD.

## Properties
- SMILES: C#CP(c1ccccc1)C(C)(C)C
- Highest occupied orbital energy: -8.5 eV
- ΔE to the lowest compared entry with this formula, charge and spin: 3.0351 eV
- Charge: 0
- Orbital gap: 9.19 eV
- Molar mass: 190.23 g mol⁻¹

Geometry (Å):
C -3.430 -0.023 -0.603
C -3.677 1.198 -0.159
C -2.201 -0.648 -0.283
C -2.594 1.837 0.464
C -0.500 -3.103 -0.428
C -1.451 1.237 0.781
C -0.242 -2.248 0.367
C -1.137 -0.079 0.396
C 3.290 -0.251 0.910
C 1.975 -0.560 -1.320
C 1.588 1.300 0.209
C 2.010 -0.135 0.165
P 0.512 -0.908 1.141
H -4.153 -0.692 -1.129
H -4.725 1.562 0.033
H -2.209 -1.617 -0.664
H -2.626 2.841 0.881
H -0.971 -3.826 -0.888
H -0.791 1.844 1.434
H 3.290 0.043 1.983
H 3.561 -1.340 0.941
H 4.042 0.274 0.379
H 2.529 0.336 -1.862
H 0.992 -0.616 -1.748
H 2.583 -1.444 -1.564
H 0.543 1.380 -0.064
H 1.621 1.706 1.202
H 2.170 1.931 -0.576



charge of number 1 (C52H134BN10O26)? -1



Which of these has the lowest molar mass? C4H4